1.
48
Properties=species:S:1:pos:R:3 method="wB97M-V/def2-TZVPD" homo_energy_ev=-12.580 lumo_energy_ha=-0.32041 total_charge=+2 total_energy_ev=-87649.351 relative_energy_ev=0.551 max_force_ev_per_a=6.0
Lu 0.86 -0.51 -0.42
I 3.11 -1.20 -1.95
Te 0.64 2.28 -1.11
P 1.88 0.38 2.00
P -1.25 -0.68 -2.22
O 1.39 -5.43 0.48
O -2.04 -0.49 1.68
C -1.13 -2.39 -2.89
C 3.00 -0.98 2.52
C 0.88 0.73 3.48
C -3.42 3.95 1.11
C -2.23 3.29 -0.90
C -3.42 3.70 -0.26
C 3.48 -5.96 -0.95
C -1.17 0.35 -3.73
C -3.00 -0.49 -1.74
C -1.09 -0.64 1.04
C -2.25 3.80 1.87
C 3.01 1.82 1.95
C 2.33 -5.47 -0.21
C -1.08 3.10 -0.12
C -1.05 3.42 1.25
H 3.30 -5.76 -2.02
H 3.78 1.66 1.19
H 3.48 1.95 2.94
H -1.64 -2.53 -3.86
H 3.77 -0.67 3.25
H -0.05 -2.60 -3.00
H -3.14 0.53 -1.34
H -0.09 3.36 1.78
H -1.36 1.40 -3.47
H 2.38 -1.77 2.96
H -3.23 -1.21 -0.95
H 4.36 -5.38 -0.61
H 3.59 -7.05 -0.74
H -0.17 0.28 -4.17
H 3.47 -1.37 1.61
H -3.69 -0.64 -2.59
H -2.30 3.97 2.95
H -4.34 4.28 1.60
H 2.44 2.72 1.68
H 0.12 1.48 3.21
H 0.36 -0.19 3.77
H -2.16 3.11 -1.97
H 1.48 1.10 4.33
H -1.91 0.00 -4.46
H -1.55 -3.07 -2.15
H -4.34 3.80 -0.83

---

2.
88
Properties=species:S:1:pos:R:3 method="wB97M-V/def2-TZVPD" spin_multiplicity=3 s2=2.0126 homo_energy_ev="-7.014 / -7.115" lumo_energy_ha="-0.00499 / -0.00509" total_energy_ev=-142419.630 relative_energy_ev=1.580 max_force_ev_per_a=4.4
Ge -0.32 2.53 2.10
V -0.17 -2.81 -1.87
O 0.29 -0.80 -1.34
O -1.68 -1.69 -1.07
O -0.86 -4.33 -0.81
O 1.53 -2.90 -2.72
N -1.45 -3.14 -3.58
N -2.96 -3.06 -5.15
N 2.47 -2.65 -0.62
N 1.24 -2.96 -0.19
N -1.84 -0.02 -5.53
N -0.25 -0.68 -4.11
C -0.95 1.04 -5.41
C 2.52 2.04 2.81
C -2.18 -4.28 -3.53
C -1.41 -1.07 -4.71
C -3.08 -4.34 -4.54
C -2.03 -2.36 -4.55
C 1.46 2.97 2.64
C -3.08 -4.22 1.98
C -2.74 6.22 0.43
C -1.29 0.43 0.16
C 6.15 -1.71 -2.55
C 4.12 3.86 2.85
C 3.89 -2.64 -3.94
C -0.89 -0.72 -0.81
C -2.49 4.33 1.97
C -1.83 -0.21 5.10
C -0.58 5.13 0.76
C -0.36 1.66 0.34
C -1.25 -4.22 0.44
C -2.11 2.05 5.91
C -2.29 0.65 6.10
C -1.58 2.54 4.71
C 0.90 -3.21 1.08
C -3.18 5.44 1.49
C 6.21 -2.05 -3.89
C 3.80 -2.41 -2.59
C -2.51 -4.69 0.84
C -1.40 6.05 0.11
C 3.81 2.49 2.86
C 4.91 -1.82 -1.95
C -1.12 1.71 3.69
C -2.26 -3.64 3.00
C 0.00 0.61 -4.51
C -1.16 4.13 1.57
C -0.91 -3.51 2.74
C -1.24 0.33 3.94
C 3.09 4.79 2.75
C 1.79 4.34 2.83
C 2.49 -2.71 -1.95
C -0.45 -3.60 1.43
C 5.09 -2.46 -4.59
H 5.17 4.12 2.85
H -4.16 -4.34 2.10
H -0.98 6.68 -0.62
H 1.63 -3.09 1.87
H 0.69 1.50 0.06
H -2.83 0.30 7.01
H -4.20 5.65 1.90
H 5.16 -2.63 -5.69
H 4.79 -1.46 -0.92
H -0.78 2.46 -0.32
H -3.03 3.66 2.70
H -0.91 -0.33 3.15
H -3.78 -5.05 -4.92
H -1.53 3.64 4.55
H 0.99 4.99 2.97
H -1.95 -1.27 5.17
H -0.96 1.98 -5.94
H 7.22 -2.02 -4.45
H -0.22 -3.40 3.57
H -2.75 -0.01 -6.05
H -2.77 -3.26 3.90
H 2.31 0.94 2.82
H 3.02 -3.01 -4.48
H -3.40 6.80 -0.17
H 0.47 5.14 0.54
H 0.88 1.11 -4.23
H -1.44 -0.11 1.07
H -1.90 -5.11 -2.88
H 4.61 1.74 2.89
H -2.27 0.81 -0.15
H -3.09 -5.28 0.13
H 7.01 -1.39 -1.95
H 3.19 5.80 2.58
H -2.46 2.72 6.72
H -3.57 -2.73 -5.92

---

3.
12
Properties=species:S:1:pos:R:3 method="wB97M-V/def2-TZVPD" homo_energy_ev=-9.410 lumo_energy_ha=0.02450 total_energy_ev=-18138.855 relative_energy_ev=0.092 smiles="O=C(O)CCS" max_force_ev_per_a=0.7
S 2.68 0.00 0.42
O -1.97 0.94 -0.77
O -2.01 -1.11 0.12
C -0.10 0.29 0.52
C 1.03 -0.64 0.06
C -1.45 -0.06 -0.04
H 0.88 -0.83 -1.00
H -0.16 0.25 1.60
H 1.02 -1.62 0.51
H 2.73 0.88 -0.58
H 0.14 1.31 0.30
H -2.80 0.59 -1.14

---

4.
38
Properties=species:S:1:pos:R:3 method="wB97M-V/def2-TZVPD" spin_multiplicity=5 s2=6.2263 homo_energy_ev="0.949 / -0.423" lumo_energy_ha="0.19160 / 0.13983" total_charge=-2 total_energy_ev=-62942.011 relative_energy_ev=0.000 max_force_ev_per_a=6.5
Fe -2.56 2.23 0.76
O 2.97 -3.27 -5.39
O 1.46 -4.19 -4.07
O 1.38 -1.18 -0.13
O -3.39 0.17 -1.25
O -0.03 2.53 -0.84
N 2.28 -3.29 -4.34
C 1.93 -1.13 -1.26
C -2.46 3.70 2.10
C -0.93 -1.40 1.30
C 2.46 -2.21 -3.40
C -3.93 1.90 2.16
C -3.82 3.31 1.87
C 1.66 -2.12 -2.28
C -2.64 1.42 2.58
C 1.29 -1.05 2.52
C -1.03 2.56 -0.24
C -3.22 0.96 -0.40
C 3.50 -1.29 -3.63
C 0.05 -1.81 2.12
C 3.73 -0.25 -2.72
C 2.95 -0.12 -1.59
C -1.73 2.54 2.53
H -2.41 0.41 2.92
H 1.68 -1.45 3.46
H -1.98 -1.67 1.46
H -4.66 3.96 1.63
H -2.06 4.70 2.02
H 1.08 0.02 2.63
H 4.56 0.45 -2.89
H 0.88 -2.85 -2.10
H 4.11 -1.39 -4.53
H -0.68 -0.82 0.41
H 2.04 -1.17 1.73
H 3.09 0.68 -0.86
H -4.86 1.35 2.19
H -0.70 2.53 2.85
H -0.01 -2.76 2.67

---

5.
121
Properties=species:S:1:pos:R:3 method="wB97M-V/def2-TZVPD" homo_energy_ev=-1.749 lumo_energy_ha=0.13221 total_charge=-2 total_energy_ev=-145525.846 relative_energy_ev=0.125 max_force_ev_per_a=1.5
Se -0.03 1.65 1.41
S 3.92 -1.65 -1.56
Na 1.43 -0.53 -0.71
O 4.77 -2.05 -0.46
O -1.40 0.40 -1.13
O 2.67 -2.39 -1.73
O 3.51 0.83 1.77
O 1.22 -1.05 1.17
N -0.64 -2.33 -2.40
N 3.54 -0.14 -1.57
N 2.48 2.26 -1.31
N 0.82 0.10 -3.00
C 0.06 -2.26 2.90
C -3.95 3.00 0.94
C -1.79 1.91 0.69
C 5.19 -1.79 -5.40
C -2.65 2.76 1.37
C 2.62 4.65 -1.18
C -0.50 -4.68 2.50
C 3.97 4.61 -1.34
C 0.58 -0.85 -4.07
C 4.42 0.90 -1.59
C 1.55 -4.07 3.80
C 4.63 3.37 -1.49
C -3.52 1.50 -0.97
C -3.10 1.16 -3.42
C -2.18 1.20 -0.51
C 6.59 2.01 -1.76
C -1.21 0.16 3.57
C -4.08 -0.70 -2.04
C -6.25 4.05 1.11
C -2.43 -0.96 5.54
C -4.03 0.82 -2.24
C 0.37 -1.09 2.14
C 6.95 -3.12 -6.62
C -0.62 -1.74 -3.74
C 0.64 -3.66 2.63
C -4.87 3.91 1.75
C 4.85 -2.03 -3.03
C -0.82 -2.13 3.98
C -1.70 -1.42 6.81
C -0.34 0.10 2.50
C 1.47 -3.77 1.34
C 1.90 3.43 -1.17
C -3.60 -1.92 5.28
C 5.86 -2.98 -2.98
C 6.52 -3.33 -4.15
C 5.80 0.84 -1.73
C 3.83 2.21 -1.46
C -3.01 0.43 5.81
C -5.05 3.34 3.16
C 6.04 3.26 -1.65
C -4.25 5.32 1.86
C 4.51 -1.43 -4.24
C -1.47 -0.96 4.35
C 6.20 -2.75 -5.37
C -5.44 1.27 -2.64
C -4.33 2.36 -0.24
H 0.88 -3.50 0.46
H 1.54 0.78 -3.19
H -6.19 4.48 0.11
H -6.18 1.01 -1.88
H 1.95 -5.08 3.63
H -4.43 -1.20 -2.96
H -3.12 2.23 -3.62
H -3.10 -1.09 -1.78
H 6.65 4.15 -1.66
H -4.14 -1.61 4.38
H -1.09 -4.76 3.42
H -3.60 0.78 4.95
H -0.03 0.57 -2.68
H -3.67 0.39 6.68
H -1.54 -1.15 -3.85
H -4.90 5.98 2.45
H -5.34 2.53 -0.60
H -0.10 -5.67 2.27
H -1.18 -4.38 1.69
H -6.75 3.08 1.03
H -0.84 -1.60 -1.72
H -1.70 1.11 3.78
H -1.30 -2.43 6.70
H 7.31 -4.15 -6.58
H -3.24 -2.94 5.11
H 0.82 3.42 -1.04
H -5.72 0.77 -3.57
H 6.29 -0.12 -1.78
H 0.39 -0.40 -5.05
H 3.73 -0.68 -4.27
H -4.77 -0.95 -1.23
H 2.09 5.59 -1.06
H 7.81 -2.47 -6.78
H 3.20 -0.06 1.54
H -4.09 3.28 3.69
H -3.27 5.28 2.34
H 0.28 -2.70 -2.18
H -0.85 -0.75 7.02
H -6.87 4.71 1.73
H -2.27 3.24 2.26
H 1.46 -1.49 -4.17
H 6.11 -3.42 -2.02
H 7.31 -4.08 -4.11
H 7.66 1.91 -1.86
H -4.13 5.76 0.87
H -2.08 0.87 -3.19
H -5.47 2.34 3.12
H -2.22 1.16 6.00
H 2.39 -3.37 3.88
H 6.30 -3.03 -7.50
H -3.42 0.63 -4.33
H 4.56 5.52 -1.35
H 2.72 1.36 1.58
H -5.72 3.98 3.76
H -1.01 -3.03 4.57
H -2.37 -1.41 7.68
H -4.30 -1.94 6.12
H -5.49 2.35 -2.81
H 4.93 -1.32 -6.34
H 1.01 -4.06 4.75
H -0.67 -2.54 -4.48
H 1.79 -4.81 1.22
H 2.35 -3.13 1.34